DFT (ωB97M-V/def2-TZVPD) results for a cluster of 2 separate species, CHN3O2 in total.

The SMILES is [O-][N+]#CO.N#N. The total charge is 0. The calculation puts the energy at -9615.3767 eV. The value obtained for the energy above the lowest of the compared OMol25 structures with the same formula, charge and spin is 195.8 kJ/mol. The value obtained for the frontier orbital gap is 9.5 eV.

Each line ends with the Löwdin charge.
Cartesian coordinates (Å):
N1 1.7330 -0.7661 0.1638  0.035
C1 -0.8375 0.0577 -0.1868  -0.175
O1 -1.4522 -0.8395 -0.9233  0.117
N2 -0.3746 1.0713 0.1389  -0.123
H1 -1.6290 -1.6189 -0.3749  0.133
N3 2.2867 0.0964 0.5716  0.058
O2 0.2682 1.9970 0.6036  -0.045

DFT (ωB97M-V/def2-TZVPD) results for the ion C7H10N3 with charge +1.

The SMILES is N[N+]#C[C@H]1C=C[C@H]2C[C@@]12N. The total charge is +1. The calculation puts the energy at -11880.0274 eV. The value obtained for the energy above the lowest of the compared OMol25 structures with the same formula, charge and spin is 481.1 kJ/mol. The value obtained for the frontier orbital gap is 9.0 eV.

Each line ends with the Löwdin charge.
Cartesian coordinates (Å):
H1 0.3897 2.4525 1.5964  0.116
C1 -2.2330 -0.4618 -0.1062  0.023
H2 0.1248 0.8474 -1.8059  0.223
C2 -0.5021 -0.0315 1.7228  0.022
N1 0.1320 2.1681 0.6184  0.085
N2 3.4256 -1.6019 -0.9340  0.154
H3 -0.1653 0.3485 2.6591  0.098
N3 2.1858 -1.0845 -0.8462  0.140
H4 3.9146 -1.5067 -1.7925  0.128
C3 1.1458 -0.5209 -0.9868  0.112
H5 3.4435 -2.4584 -0.4695  0.107
H6 -3.1945 -0.8053 -0.2290  0.090
C4 -0.3462 0.8265 0.4817  -0.431
H7 -2.4699 1.1950 1.2119  0.127
C5 -1.7589 0.4800 0.9538  -0.139
H8 -1.6497 -0.9934 -2.0109  0.059
C6 -1.3208 -0.6392 -1.1521  0.025
H9 -0.6153 2.8244 0.3132  0.111
H10 -0.4788 -1.1710 1.6667  0.144
C7 -0.0272 0.1321 -0.8909  -0.195

DFT (ωB97M-V/def2-TZVPD) results for a structure of composition C25H42BrNOOsP2.

As for the spin multiplicity: 5. The total charge is +4. The expectation value of S² is 6.29. The calculation puts the energy at -121182.7225 eV. The value obtained for the frontier orbital gap (spin up / spin down) is 5.9 / 5.4 eV.

Each line ends with the Löwdin charge.
Cartesian coordinates (Å):
H1 0.6974 3.0849 -1.9602  0.067
H2 0.9245 -0.4798 -2.2538  0.036
C1 1.1030 -1.6076 4.6042  -0.639
C2 -0.2640 -2.7524 1.7512  -0.360
H3 -0.4752 2.9607 -3.2672  0.108
Br1 0.5482 -2.7593 5.9271  1.149
H4 -2.1105 4.2008 -2.0636  0.088
C3 0.3090 -0.5008 4.2799  -0.048
H5 0.8536 4.2806 1.4557  0.152
H6 -2.7462 -1.1112 0.1833  0.050
C4 2.6834 -1.0737 2.8806  0.034
C5 -2.5094 0.9340 -1.7943  -0.348
H7 2.9682 0.4030 0.6338  0.131
H8 -2.8725 1.2806 -0.8130  0.075
C6 -2.9797 -3.2291 0.4628  -0.097
H9 -2.6841 -0.1499 -1.8135  0.061
H10 -0.5631 -0.2293 4.8702  0.142
C7 0.9801 0.8257 -4.0332  -0.093
H11 0.6501 -2.3510 2.1967  0.031
H12 -0.6740 4.8226 -1.2677  0.089
H13 -3.2569 2.6847 -2.8773  0.074
C8 2.6655 5.1198 0.5888  0.026
H14 3.2684 1.6915 -1.0815  0.134
H15 1.7770 1.4537 -3.6187  0.077
C9 -0.2306 -4.2674 1.9108  -0.089
H16 -4.3092 1.2581 -2.9087  0.113
C10 -0.3653 2.8908 -2.1759  -0.341
H17 -1.0809 -2.3506 2.3703  0.094
C11 -2.2800 -2.0400 -0.1825  -0.356
H18 0.9997 -4.7771 -2.0216  0.110
H19 -0.5217 -0.6163 -3.3418  0.107
C12 3.9119 3.7631 -0.8158  0.023
H20 0.6173 -4.7292 1.3965  0.073
N1 3.7106 4.9369 -0.2241  0.326
H21 -2.7736 -3.3054 1.5334  0.070
C13 1.9538 2.8448 0.2282  -0.213
P1 -0.4542 -1.9238 0.1195  0.825
H22 4.7807 3.6462 -1.4725  0.172
Os1 0.4307 0.0623 -0.0811  1.144
H23 0.5769 -4.9100 -0.3201  0.053
H24 1.4189 -2.6146 -1.2199  0.084
H25 -1.6116 3.5381 -0.4896  0.078
H26 -0.0657 -2.5205 -2.1615  0.073
O1 -2.8955 0.7334 1.5220  -0.058
C14 -1.2472 3.9082 -1.4556  -0.105
H27 0.0461 1.1329 2.9471  0.114
H28 2.5701 6.0904 1.0951  0.177
H29 -1.1567 -4.7501 1.5783  0.085
H30 -2.2086 0.6381 2.2051  0.027
H31 -2.4014 -2.0691 -1.2779  0.091
H32 0.4734 2.0739 1.5082  0.095
H33 -0.7058 -4.8076 -1.5430  0.097
C15 0.2131 0.0939 -2.9254  -0.363
C16 1.7100 4.1141 0.7963  0.052
C17 3.0530 2.6558 -0.6179  0.021
C18 2.3562 -1.8193 3.9972  -0.036
H34 1.4487 0.0896 -4.6983  0.108
H35 -2.8660 1.2871 -3.9210  0.095
C19 1.1463 1.6850 0.7357  -0.346
H36 -0.0934 -4.5039 2.9749  0.092
C20 1.7831 -0.0904 2.4106  -0.195
C21 0.6711 0.2755 3.1881  -0.006
P2 -0.6928 1.1626 -1.6997  0.893
C22 1.9502 0.4320 1.0316  -0.299
C23 0.3577 -2.9131 -1.2217  -0.363
H37 3.0322 -2.5757 4.3859  0.145
H38 3.6380 -1.2108 2.3629  0.155
C24 -3.2644 1.5923 -2.9474  -0.070
H39 -3.7464 0.6730 1.9875  0.090
H40 -4.0629 -3.1084 0.3585  0.109
C25 0.2839 -4.4385 -1.2612  -0.080
H41 -2.7007 -4.1777 -0.0111  0.089
H42 0.3081 1.4427 -4.6388  0.094